(1)
The following is a quantum chemistry calculation of 2 unconnected molecules or ions with the total composition C4H12N2S at a distorted geometry, from the Open Molecules 2025 dataset.

Output
- energy above the lowest of the compared OMol25 structures with the same formula, charge and spin (kcal per mole) = 45.8
- E_HOMO (Eh) = -0.321
- Kohn-Sham gap (eV) = 8.591

```
19
C4H12N2S ωB97M-V with the def2-TZVPD basis set
H -0.533 -0.053 2.720
C -0.287 0.616 0.649
C -0.037 0.733 2.150
N 0.147 -0.731 0.237
N 0.366 -2.562 -1.154
H -1.377 0.750 0.479
C -0.212 -1.216 -1.084
H 1.383 -2.484 -1.096
H -0.225 -1.387 0.918
H -1.320 0.842 -2.181
H 0.212 -2.917 -2.100
H 0.224 -0.589 -1.837
C 0.476 1.744 -0.063
H 1.021 0.615 2.400
H 0.227 2.677 0.428
H -1.309 -1.282 -1.176
H 1.549 1.566 -0.006
S 0.084 1.987 -1.827
H -0.389 1.689 2.543
```


(2)
The following is a quantum chemistry calculation of C4H12N2Si in the gas phase at a distorted geometry, from the Open Molecules 2025 dataset.

Output
- structure (SMILES) = C=C[Si@@](C)(N)NC
- energy above the lowest of the compared OMol25 structures with the same formula, charge and spin (kcal per mole) = 8.2
- E_HOMO (Eh) = -0.322
- Kohn-Sham gap (eV) = 9.694

```
19
C4H12N2Si ωB97M-V with the def2-TZVPD basis set
H 2.381 -1.876 -1.339
N 1.329 -0.170 -0.619
H -1.667 -1.268 1.438
H -1.531 2.444 0.157
H -2.826 -1.851 -0.743
H 1.308 -0.093 2.619
H 0.680 -2.197 -0.716
H -1.462 -0.683 -1.451
C -1.481 -0.705 0.546
C -0.390 2.247 0.036
Si 0.108 0.493 0.507
N 0.719 0.589 2.109
H 0.911 -1.356 -2.193
C -2.006 -1.087 -0.597
H 0.491 1.262 2.838
H 0.039 2.436 -1.019
H 1.970 0.428 -1.112
C 1.323 -1.480 -1.270
H 0.103 2.867 0.807
```


(3)
The following is a quantum chemistry calculation of 2 unconnected molecules or ions with the total composition C4H12N3, from the Open Molecules 2025 dataset.

Output
- energy above the lowest of the compared OMol25 structures with the same formula, charge and spin (kcal per mole) = 24.2
- E_HOMO (Eh) = -0.465
- Kohn-Sham gap (eV) = 8.580
- total charge = +1

```
19
C4H12N3 ωB97M-V with the def2-TZVPD basis set
H -0.878 -1.813 -0.187
N 2.125 -2.271 0.677
H 1.342 -0.887 -0.625
C -0.458 1.779 -0.178
N -0.194 0.552 0.094
H -0.125 -2.872 -1.335
H 1.993 -3.118 1.222
C -0.059 -2.526 -0.301
C -1.555 2.569 0.478
C 1.204 -1.832 -0.111
H -2.248 1.902 0.985
H 0.039 3.364 -1.383
H 0.994 1.948 -1.601
H -2.100 3.163 -0.251
H 3.009 -1.789 0.795
H -1.124 3.238 1.221
H -0.798 0.185 0.822
H -0.191 -3.371 0.369
N 0.282 2.435 -1.087
```


(4)
The following is a quantum chemistry calculation of 2 unconnected molecules or ions with the total composition C4H12N3 at a distorted geometry, from the Open Molecules 2025 dataset.

Output
- energy above the lowest of the compared OMol25 structures with the same formula, charge and spin (kcal per mole) = 151.4
- E_HOMO (spin up / spin down) (Eh) = -0.544 / -0.544
- Kohn-Sham gap (spin up / spin down) (eV) = 9.684 / 9.685
- total charge = +1

```
19
C4H12N3 ωB97M-V with the def2-TZVPD basis set
C 0.724 -1.376 0.517
H 0.911 -1.985 -0.345
H -1.667 1.954 -1.411
H -1.334 2.041 0.243
H -2.673 1.153 0.062
H -1.273 -0.409 -1.359
N 2.228 0.406 -1.176
H 2.963 1.002 -1.583
H 1.219 -1.604 1.513
H -1.188 -1.258 1.040
N 2.847 0.584 1.020
H 3.683 1.058 0.701
H -0.139 0.252 1.515
N 2.249 0.144 0.077
C -1.738 1.381 -0.425
C -0.815 0.135 -0.588
C -0.426 -0.576 0.663
H 1.632 0.027 -1.788
H 0.150 0.474 -1.085
```


(5)
The following is a quantum chemistry calculation of 2 unconnected molecules or ions with the total composition C4H12N3, from the Open Molecules 2025 dataset.

Output
- energy above the lowest of the compared OMol25 structures with the same formula, charge and spin (kcal per mole) = 61.9
- E_HOMO (Eh) = -0.507
- Kohn-Sham gap (eV) = 10.716
- total charge = +1

```
19
C4H12N3 ωB97M-V with the def2-TZVPD basis set
H 1.832 0.272 3.513
H 1.051 -0.090 -1.283
H 1.838 -2.066 1.489
C 1.473 -1.197 2.023
C -0.474 1.315 -1.050
C 2.202 -0.551 2.912
N 0.151 -0.782 1.593
H -0.487 -1.567 1.659
H -0.184 -0.072 2.242
H -1.990 -0.225 -2.649
H -3.180 1.152 -2.715
H -1.725 1.157 -3.686
N -1.461 1.653 -1.714
H 3.242 -0.802 3.056
H 0.096 -0.356 0.252
H -0.521 -0.666 -1.458
C -2.135 0.858 -2.719
H 0.180 2.011 -0.526
N 0.093 -0.045 -0.939
```


(6)
The following is a quantum chemistry calculation of 2 unconnected molecules or ions with the total composition C4H12N3 at a distorted geometry, from the Open Molecules 2025 dataset.

Output
- energy above the lowest of the compared OMol25 structures with the same formula, charge and spin (kcal per mole) = 54.0
- E_HOMO (Eh) = -0.461
- Kohn-Sham gap (eV) = 8.331
- total charge = +1

```
19
C4H12N3 ωB97M-V with the def2-TZVPD basis set
H -0.367 0.759 -2.026
H -1.840 1.412 -1.280
C -0.789 1.464 -1.313
H -1.777 2.535 1.121
C 1.561 -0.394 0.317
C -0.429 1.146 0.107
N -0.984 1.826 1.154
H -0.599 1.609 2.077
H -1.058 -3.471 0.069
N -1.961 -3.332 0.622
C 2.715 0.462 -0.223
H 2.777 0.434 -1.341
N 0.422 0.195 0.377
H -0.458 2.468 -1.382
H -2.329 -4.028 1.262
H 2.568 1.518 -0.052
H 3.580 0.086 0.251
H -2.741 -3.258 -0.095
H 1.710 -1.431 0.355
```


(7)
The following is a quantum chemistry calculation of a gas-phase ion, C4H12N3 (charge +1) at a distorted geometry, from the Open Molecules 2025 dataset.

Output
- structure (SMILES) = N/C=[NH+]\CCCN
- energy above the lowest of the compared OMol25 structures with the same formula, charge and spin (kcal per mole) = 43.3
- E_HOMO (Eh) = -0.523
- Kohn-Sham gap (eV) = 10.380
- total charge = +1

```
19
C4H12N3 ωB97M-V with the def2-TZVPD basis set
N -1.190 0.307 2.697
H 0.387 -1.598 0.386
H 0.445 -0.328 -3.232
H -1.933 -0.182 2.223
C -0.438 -0.884 0.154
N 0.162 0.344 0.769
H 0.569 0.925 0.007
C -0.532 -0.803 -1.324
H 2.304 0.736 -2.173
H 1.402 -1.341 -2.188
H 1.038 1.506 -2.210
H -1.368 -1.319 0.516
H -0.789 -1.863 -1.602
N 1.427 0.706 -1.664
H -1.285 -0.126 -1.787
H -0.867 -0.010 3.596
H 0.211 1.866 2.121
C 0.697 -0.501 -2.174
C -0.265 0.884 1.870
```


(8)
The following is a quantum chemistry calculation of a molecular structure, C4H12N3NbO3P at a distorted geometry, from the Open Molecules 2025 dataset.

Output
- E_HOMO (Eh) = -0.145
- Kohn-Sham gap (eV) = 6.214
- total charge = -1

```
24
C4H12N3NbO3P ωB97M-V with the def2-TZVPD basis set
C -2.814 2.178 1.269
N -1.667 2.378 0.780
H 0.941 1.630 1.825
H -1.090 0.462 2.751
O -1.392 -2.435 -0.330
C 1.692 -0.241 -1.191
C 0.685 0.960 -0.935
N -2.709 -0.379 -1.560
H 1.987 -0.297 -2.279
H 1.162 -1.185 -0.864
P -2.145 -0.918 0.024
H 2.614 -1.820 0.569
H -1.162 -2.804 0.542
O 3.947 0.629 -0.665
H 1.188 1.972 -0.948
Nb -0.390 0.629 1.048
H 2.866 -0.507 1.591
O -3.818 1.699 1.678
H 0.637 -0.843 1.353
H -3.167 -1.211 -1.971
N 3.225 -1.023 0.780
H -0.130 1.000 -1.724
H -3.499 0.254 -1.364
C 3.038 -0.126 -0.379
```


no.,electronic energy (eV)
1,-18156.030
2,-15200.756
3,-8806.686
4,-8801.170
5,-8805.048
6,-8805.393
7,-8805.858
8,-25791.408